[1]
A single C4H10N2O3 molecule. Source: the Open Molecules 2025 dataset; level of theory: ωB97M-V/def2-TZVPD.

Last column: natural (NBO) charge in e.
Atoms and positions in Å:
C 0.93112 -1.87762 0.26304  -0.42
N -0.04407 -0.88795 0.66355  -0.66
C -0.34036 0.39125 0.21286  0.44
C 0.99350 1.25541 0.13140  -0.64
C -1.28514 1.15245 1.20248  -0.62
O -1.13233 0.34353 -1.15238  -0.39
N -0.48938 -0.11363 -2.23583  0.74
O 0.69740 -0.07282 -2.26062  -0.40
O -1.26355 -0.44787 -3.06791  -0.36
H 1.11076 -1.83407 -0.78668  0.22
H 1.91797 -1.93420 0.85241  0.18
H 0.58674 -2.88970 0.34266  0.21
H -0.58229 -1.12930 1.45448  0.38
H 1.13857 1.58639 1.12940  0.21
H 0.64295 2.03038 -0.67627  0.22
H 1.74447 0.58319 -0.33094  0.23
H -1.88215 1.91739 0.75084  0.24
H -1.90701 0.36162 1.46399  0.21
H -0.83720 1.56554 2.04352  0.22

Results
- LUMO (hartree) = 0.030
- SMILES = CNC(C)(C)O[N+](=O)[O-]
- ΔE to the lowest compared entry with this formula, charge and spin (eV) = 6.2113
- HOMO-LUMO gap (eV) = 10.15
- HOMO (hartree) = -0.343

=====

[2]
A single C4H10N2OS molecule. Source: the Open Molecules 2025 dataset; level of theory: ωB97M-V/def2-TZVPD.

Last column: natural (NBO) charge in e.
Atoms and positions in Å:
C 1.36120 0.15872 1.62673  -0.64
C 0.56899 -0.01449 0.39544  -0.03
C 0.27101 -1.50842 -0.15997  -0.57
S 1.52967 -2.45955 -0.91147  -0.03
N -0.71230 0.74755 0.48610  -0.67
C -1.06177 1.14418 -0.82237  0.78
N -2.40747 1.28666 -1.06603  -0.85
O -0.19428 1.44377 -1.59130  -0.64
H 1.53135 1.25246 1.76215  0.23
H 1.12319 -0.45049 2.38303  0.20
H 2.36258 -0.04305 1.39691  0.22
H 1.24717 0.58441 -0.44747  0.26
H -0.39282 -1.41794 -0.99433  0.21
H -0.31083 -1.97723 0.54799  0.22
H 2.43112 -1.60385 -1.39373  0.13
H -1.49828 0.45236 1.06326  0.37
H -3.05713 0.92975 -0.27400  0.39
H -2.79139 1.47515 -2.00096  0.42

Results
- LUMO (hartree) = 0.023
- SMILES = C[C@@H](CS)NC(N)=O
- ΔE to the lowest compared entry with this formula, charge and spin (eV) = 1.7439
- HOMO-LUMO gap (eV) = 9.45
- HOMO (hartree) = -0.324

=====

[3]
A single C4H10N2OS molecule. Source: the Open Molecules 2025 dataset; level of theory: ωB97M-V/def2-TZVPD.

Last column: natural (NBO) charge in e.
Atoms and positions in Å:
C 2.08454 -1.26639 0.53921  -0.64
C 1.22345 -1.28531 -0.72130  -0.07
O -0.16318 -1.13777 -0.40342  -0.50
C -0.60504 0.11068 -0.20812  0.70
N 0.15258 1.11908 -0.24529  -0.57
C -0.44250 2.43334 -0.08863  -0.44
N -1.96826 0.13149 0.02989  -0.79
S -3.03959 -1.17082 -0.11071  0.21
H 3.14131 -1.46574 0.28030  0.21
H 2.01075 -0.30127 1.02407  0.23
H 1.73502 -2.02878 1.22945  0.21
H 1.27189 -2.28485 -1.22514  0.19
H 1.54724 -0.49252 -1.39779  0.20
H 0.34056 3.17369 -0.21230  0.21
H -1.20333 2.63810 -0.82477  0.18
H -0.85294 2.57875 0.91442  0.18
H -2.36971 0.98865 0.31282  0.40
H -2.86279 -1.74033 1.10731  0.09

Results
- LUMO (hartree) = 0.028
- SMILES = CCO/C(=N/C)NS
- ΔE to the lowest compared entry with this formula, charge and spin (eV) = 1.5281
- HOMO-LUMO gap (eV) = 9.81
- HOMO (hartree) = -0.332

=====

[4]
A single C4H10N2OS molecule. Source: the Open Molecules 2025 dataset; level of theory: ωB97M-V/def2-TZVPD.

Last column: natural (NBO) charge in e.
Atoms and positions in Å:
C -1.42341 0.65294 1.15308  -0.63
C -1.74894 -0.33940 0.16421  -0.22
N -0.74541 -0.28332 -0.96637  -0.65
C 0.40814 -1.19533 -0.54237  -0.32
C 1.59145 -0.40950 -0.21561  0.04
S 2.94513 -0.97378 0.53460  -0.19
N 1.45712 0.92533 -0.51676  -0.27
O 2.34344 1.96674 -0.19316  -0.53
H -2.13626 0.84444 1.96027  0.23
H -1.11249 1.59307 0.44380  0.21
H -0.52182 0.50379 1.67616  0.21
H -1.65075 -1.47458 0.53211  0.17
H -2.71330 -0.02174 -0.26499  0.21
H -1.20805 -0.77988 -1.68504  0.36
H 0.64431 -2.09265 -1.28737  0.25
H -0.14587 -1.58434 0.44824  0.23
H 0.70968 1.22182 -1.06144  0.41
H 3.30703 1.44639 -0.17938  0.49

Results
- LUMO (hartree) = 0.028
- SMILES = CCNCC(=S)NO
- ΔE to the lowest compared entry with this formula, charge and spin (eV) = 4.4890
- HOMO-LUMO gap (eV) = 9.39
- HOMO (hartree) = -0.317

=====

[5]
A single C4H10N2S molecule. Source: the Open Molecules 2025 dataset; level of theory: ωB97M-V/def2-TZVPD.

Last column: natural (NBO) charge in e.
Atoms and positions in Å:
C -0.35762 1.71149 -0.39536  -0.43
N 0.65882 0.71731 0.14959  -0.38
C 1.93607 0.60255 -0.22031  -0.04
S 2.95997 -0.67697 -0.03457  -0.21
C 0.07553 -0.19871 1.07492  -0.25
C -1.02150 -1.03476 0.39424  -0.24
N -0.66569 -1.43655 -0.95624  -0.84
H -0.93636 1.07455 -1.15161  0.23
H -0.86904 2.16225 0.48291  0.21
H 0.12836 2.50207 -0.99191  0.22
H 2.18802 1.44902 -0.87237  0.18
H 0.86632 -0.81905 1.44893  0.24
H -0.33316 0.46865 1.90937  0.20
H -1.99519 -0.59759 0.29530  0.19
H -1.22522 -1.84182 1.16957  0.17
H 0.03646 -2.25644 -0.82774  0.37
H -1.44577 -1.82601 -1.47473  0.37

Results
- LUMO (hartree) = 0.028
- SMILES = CN(C=S)CCN
- ΔE to the lowest compared entry with this formula, charge and spin (eV) = 0.9350
- HOMO-LUMO gap (eV) = 8.86
- HOMO (hartree) = -0.297

=====

[6]
A single C4H10N2S molecule. Source: the Open Molecules 2025 dataset; level of theory: ωB97M-V/def2-TZVPD.

Last column: natural (NBO) charge in e.
Atoms and positions in Å:
C -0.27727 0.66697 1.05578  -0.43
C -1.26717 -0.48818 1.27797  -0.49
C -0.09310 1.08296 -0.34041  -0.55
C -0.76539 -1.75690 0.76511  -0.29
N 1.01349 0.39943 -2.80535  -0.99
N 2.25775 0.01433 -0.44016  -1.07
S 0.95973 -0.15617 -1.31985  1.35
H -0.54951 1.58625 1.65079  0.22
H 0.66976 0.48189 1.48394  0.24
H -1.47762 -0.52074 2.35070  0.23
H -2.26705 -0.07342 0.85983  0.20
H -0.98514 1.57185 -0.95995  0.24
H 0.70109 1.82745 -0.27545  0.25
H 0.25679 -1.91651 0.58810  0.18
H -1.49126 -2.32863 0.20620  0.17
H 0.28490 0.19684 -3.41068  0.36
H 3.02999 -0.58743 -0.68658  0.38

Results
- LUMO (spin up / spin down) (hartree) = -0.052 / 0.005
- ΔE to the lowest compared entry with this formula, charge and spin (eV) = 5.7547
- HOMO-LUMO gap (spin up / spin down) (eV) = 6.91 / 8.64
- HOMO (spin up / spin down) (hartree) = -0.306 / -0.312

=====

[7]
A single C4H10N2S molecule. Source: the Open Molecules 2025 dataset; level of theory: ωB97M-V/def2-TZVPD.

Last column: natural (NBO) charge in e.
Atoms and positions in Å:
N 0.58314 1.71810 1.51683  -0.87
C 0.52288 1.23928 0.08549  -0.23
C 0.01314 -0.16119 -0.10756  -0.19
S 0.93185 -1.32358 0.90360  -0.01
C -0.06551 -0.24044 -1.73771  -0.21
N -1.46065 0.21093 -1.54152  -0.62
C -1.48948 -0.15703 -0.08598  -0.24
H 0.87851 2.73404 1.67976  0.37
H -0.31990 1.63839 1.98119  0.35
H 1.52749 1.36074 -0.32465  0.20
H -0.11231 1.88422 -0.51778  0.20
H 1.09147 -2.50171 -0.00078  0.14
H 0.38084 0.40746 -2.49275  0.20
H -0.00301 -1.25548 -2.08446  0.17
H -2.15197 -0.36900 -2.05115  0.35
H -1.97736 -1.02381 0.16392  0.19
H -1.96696 0.71541 0.43647  0.18

Results
- LUMO (hartree) = 0.028
- SMILES = NCC1(S)CNC1
- ΔE to the lowest compared entry with this formula, charge and spin (eV) = 2.1564
- HOMO-LUMO gap (eV) = 9.70
- HOMO (hartree) = -0.328

=====

[8]
A gas-phase ion, C4H10N3 (charge +1). Source: the Open Molecules 2025 dataset; level of theory: ωB97M-V/def2-TZVPD.

Last column: natural (NBO) charge in e.
Atoms and positions in Å:
N 1.03516 -0.11458 -1.25206  -0.87
C 0.97349 0.04193 0.29279  -0.08
C 0.14415 -1.21466 0.77175  -0.26
N -1.00721 -1.20622 -0.14477  -0.50
C -1.51659 -0.02386 -0.42426  0.41
N -1.11061 1.13231 0.03871  -0.54
C 0.18264 1.30031 0.60025  -0.25
H 1.31931 0.70267 -1.74632  0.38
H 1.86703 -0.74071 -1.32877  0.38
H 1.86026 -0.10295 0.79371  0.22
H 0.81085 -2.09559 0.68584  0.25
H -0.30256 -1.22418 1.83917  0.24
H -1.15043 -1.97752 -0.74597  0.44
H -2.36390 -0.03757 -1.15866  0.24
H -1.64285 2.01920 -0.04776  0.45
H 0.21704 1.34099 1.76121  0.24
H 0.68420 2.20042 0.06514  0.24

Results
- LUMO (hartree) = -0.117
- SMILES = N[C@@H]1CNC=[NH+]C1
- ΔE to the lowest compared entry with this formula, charge and spin (eV) = 1.0966
- HOMO-LUMO gap (eV) = 11.03
- charge = +1
- HOMO (hartree) = -0.523

=====

[9]
A gas-phase ion, C4H10N3 (charge +1). Source: the Open Molecules 2025 dataset; level of theory: ωB97M-V/def2-TZVPD.

Last column: natural (NBO) charge in e.
Atoms and positions in Å:
C 0.83067 -1.16683 0.44604  0.30
C 2.30417 0.58591 -0.14939  0.04
C -0.23845 0.60778 -0.59842  -0.13
C -1.41294 -1.61339 -0.33476  -0.40
N 1.94901 -0.61095 0.33648  -0.44
N -0.26252 -0.65475 -0.03204  -0.42
N -0.66662 1.70452 0.45819  -0.74
H 0.96596 -2.21148 0.79353  0.23
H 3.15827 0.59197 -0.80397  0.23
H 1.92913 1.49217 0.47627  0.18
H -0.94140 0.81568 -1.38009  0.19
H -1.12536 -2.13622 -1.20065  0.22
H -1.59739 -2.36026 0.48483  0.24
H -2.23079 -0.95182 -0.55815  0.21
H -1.22516 2.39094 -0.10881  0.44
H -0.00236 2.19880 1.06695  0.43
H -1.43421 1.31793 1.10399  0.42

Results
- LUMO (spin up / spin down) (hartree) = -0.146 / -0.146
- ΔE to the lowest compared entry with this formula, charge and spin (eV) = 4.6190
- HOMO-LUMO gap (spin up / spin down) (eV) = 8.49 / 8.49
- charge = +1
- HOMO (spin up / spin down) (hartree) = -0.458 / -0.458

=====

[10]
2 unconnected molecules or ions with the total composition C4H10N3. Source: the Open Molecules 2025 dataset; level of theory: ωB97M-V/def2-TZVPD.

Last column: natural (NBO) charge in e.
Atoms and positions in Å:
C -2.99204 -0.01452 -0.03493  0.59
C -1.07089 -1.11510 -0.59072  0.23
C -1.67448 -0.14943 0.17644  -0.33
C -0.88333 0.79363 0.99516  -0.62
N -4.14132 0.17660 0.16597  -0.50
N 0.24110 -1.43229 -0.68129  -0.71
N 2.33085 0.23888 -0.21114  -1.09
H -1.64465 -1.71691 -1.27407  0.21
H -0.45280 1.46460 0.33910  0.23
H -0.08132 0.42691 1.68396  0.25
H -1.47643 1.38100 1.61080  0.24
H -4.93514 0.60356 -0.38275  0.47
H 1.01201 -0.85602 -0.28095  0.45
H 0.35280 -1.88789 -1.57261  0.41
H 3.30299 -0.21514 -0.33001  0.40
H 2.43759 0.76801 0.64047  0.39
H 2.28499 0.89642 -1.00639  0.39

Results
- LUMO (hartree) = -0.151
- ΔE to the lowest compared entry with this formula, charge and spin (eV) = 1.7852
- HOMO-LUMO gap (eV) = 9.31
- charge = +1
- HOMO (hartree) = -0.493

=====

[11]
A gas-phase ion, C4H10N3 (charge +1). Source: the Open Molecules 2025 dataset; level of theory: ωB97M-V/def2-TZVPD.

Last column: natural (NBO) charge in e.
Atoms and positions in Å:
H -1.00987 -1.90521 -1.90476  0.36
N -0.11933 -2.01119 -1.47072  -0.48
C 0.18744 -0.95609 -0.86483  0.25
C 1.04255 -0.44646 0.23045  -0.08
N 1.29485 -1.30383 1.33369  -0.85
C -0.26978 0.32426 -0.18628  0.01
C -1.61438 0.44810 0.63568  -0.63
N 0.22904 1.57392 -0.76155  -0.68
H 2.05926 0.19311 -0.06092  0.18
H 1.45911 -2.30083 1.35703  0.43
H 1.83703 -0.76883 2.10251  0.39
H -1.83685 -0.51509 1.16188  0.28
H -2.38337 0.58926 -0.17400  0.23
H -1.76789 1.27535 1.23607  0.23
H 1.07801 1.40475 -1.26489  0.45
H 0.38507 2.30148 -0.01327  0.45
H -0.57088 2.09730 -1.35609  0.46

Results
- LUMO (hartree) = -0.145
- SMILES = [H]/N=C1/[C@H](N)[C@@]1(C)[NH3+]
- ΔE to the lowest compared entry with this formula, charge and spin (eV) = 4.0812
- HOMO-LUMO gap (eV) = 9.25
- charge = +1
- HOMO (hartree) = -0.485

=====

[12]
A gas-phase ion, C4H10N3 (charge +1). Source: the Open Molecules 2025 dataset; level of theory: ωB97M-V/def2-TZVPD.

Last column: natural (NBO) charge in e.
Atoms and positions in Å:
C -2.40589 -0.56322 -0.44794  -0.66
C -2.06991 0.72608 0.37095  -0.29
N -0.74032 0.87629 0.70047  -0.02
N 0.08004 0.03591 0.30212  0.02
N 1.41400 -0.03313 0.53275  -0.25
C 2.47276 -0.75743 -0.12094  -0.23
C 2.68288 0.74475 0.22021  -0.16
H -1.93155 -1.45017 0.00450  0.21
H -3.47257 -0.66711 -0.62391  0.28
H -1.91802 -0.42398 -1.36346  0.21
H -2.60045 0.59506 1.43802  0.27
H -2.40622 1.62968 -0.20668  0.27
H -0.36305 -0.71658 -0.36900  0.41
H 2.39321 -0.90977 -1.22837  0.22
H 2.98325 -1.64546 0.46041  0.26
H 2.67386 1.47354 -0.66492  0.23
H 3.20797 1.08555 0.99580  0.22

Results
- LUMO (spin up / spin down) (hartree) = -0.182 / -0.182
- SMILES = CC/N=[NH+]/N1CC1
- ΔE to the lowest compared entry with this formula, charge and spin (eV) = 5.8541
- HOMO-LUMO gap (spin up / spin down) (eV) = 9.57 / 9.57
- charge = +1
- HOMO (spin up / spin down) (hartree) = -0.534 / -0.534

=====

[13]
2 unconnected molecules or ions with the total composition C4H10N3. Source: the Open Molecules 2025 dataset; level of theory: ωB97M-V/def2-TZVPD.

Last column: natural (NBO) charge in e.
Atoms and positions in Å:
C 1.76552 2.33732 -0.17517  -0.43
N 2.02871 0.93743 -0.63473  -0.70
H 0.91457 2.76874 -0.72867  0.24
H 2.65298 2.96978 -0.34550  0.24
H 1.52686 2.34866 0.90164  0.24
H 1.19450 0.33698 -0.47615  0.49
H 2.25429 0.92153 -1.64985  0.44
H 2.83053 0.52618 -0.11554  0.44
N -0.51590 -0.73725 -0.03102  -0.56
C -1.33411 -1.42137 -0.81485  0.18
C -1.03326 -0.87305 1.23504  -0.10
C -2.17404 -1.64599 1.21595  -0.08
N -2.34970 -1.98656 -0.10214  -0.50
H -1.23960 -1.53946 -1.89431  0.21
H -0.55778 -0.40685 2.09799  0.22
H -2.85722 -1.97507 1.99894  0.24
H -3.10635 -2.56103 -0.48161  0.44

Results
- LUMO (hartree) = -0.119
- ΔE to the lowest compared entry with this formula, charge and spin (eV) = 0.1252
- HOMO-LUMO gap (eV) = 9.01
- charge = +1
- HOMO (hartree) = -0.451

=====

[14]
A gas-phase ion, C4H10N3 (charge +1). Source: the Open Molecules 2025 dataset; level of theory: ωB97M-V/def2-TZVPD.

Last column: natural (NBO) charge in e.
Atoms and positions in Å:
C 1.09171 1.28215 0.20925  -0.28
C -0.07026 0.86935 -0.75406  -0.22
C -0.64910 -1.41121 -0.99810  0.18
C -1.65218 -0.43231 0.74860  -0.44
N 1.96528 0.11776 0.50393  -0.26
N 1.75136 -1.09374 0.41363  -0.27
N -0.80378 -0.38119 -0.34548  -0.21
H 1.70453 1.96528 -0.32406  0.25
H 0.64454 1.62233 1.17409  0.23
H -0.85556 1.66606 -0.78090  0.26
H 0.45900 0.55118 -1.61880  0.23
H 0.01687 -1.41413 -1.80964  0.22
H -1.04398 -2.27497 -0.65055  0.21
H -1.03569 -0.18123 1.69258  0.24
H -2.45257 0.29581 0.77478  0.25
H -1.98188 -1.46534 0.92826  0.25
H 2.91172 0.28421 0.83646  0.37

Results
- LUMO (hartree) = -0.159
- ΔE to the lowest compared entry with this formula, charge and spin (eV) = 4.7404
- HOMO-LUMO gap (eV) = 7.86
- charge = +1
- HOMO (hartree) = -0.448